1.
{"formula": "C12H13KN4O4S", "method": "ωB97M-V/def2-TZVPD", "species": ["K", "C", "C", "N", "C", "S", "N", "N", "C", "C", "C", "C", "C", "C", "C", "N", "H", "H", "H", "H", "H", "H", "H", "H", "H", "H", "H", "H", "H", "O", "C", "O", "C", "O", "O"], "xyz": [[0.05638, -0.41725, 0.93405], [3.27623, 5.28721, 1.42713], [3.41929, 4.79189, -0.00113], [3.53173, 3.35208, -0.11466], [2.43946, 2.51309, -0.24961], [2.73995, 0.92037, -0.79148], [1.29835, 3.14353, 0.07474], [0.18495, 2.37773, -0.09893], [-0.92459, 2.95841, 0.17884], [-1.04914, 4.36196, 0.69261], [-2.19735, 2.18110, -0.08041], [-3.43476, 2.81181, 0.06072], [-4.59310, 2.08835, -0.19420], [-4.48968, 0.76373, -0.56530], [-3.21799, 0.21389, -0.67724], [-2.10705, 0.90495, -0.46078], [3.18831, 6.37819, 1.43924], [4.14553, 5.00751, 2.02672], [2.39167, 4.85939, 1.89700], [4.33177, 5.21267, -0.43987], [2.57122, 5.13548, -0.59700], [4.35850, 2.97090, -0.54056], [-0.07345, 4.72814, 0.99796], [-1.74243, 4.41538, 1.53565], [-1.43817, 5.04204, -0.07596], [-3.49017, 3.84491, 0.36780], [-5.56120, 2.56490, -0.08690], [-5.35835, 0.14649, -0.75560], [-3.08233, -0.83136, -0.93181], [0.01209, -2.84260, 4.40798], [-0.26645, -2.34388, 3.31290], [-0.50988, -1.10529, 3.09753], [-0.31980, -3.29334, 2.02049], [-0.32464, -4.51767, 2.17941], [-0.35661, -2.68861, 0.88887]], "forces_ev_per_angstrom": [[0.6, 1.4, -1.0], [0.0, 0.1, 0.2], [0.2, -0.1, -0.2], [0.0, -0.2, -0.1], [-0.5, 0.5, 0.1], [0.0, 0.2, 0.1], [0.3, -0.7, -0.2], [0.3, 0.3, 0.1], [-0.8, -0.6, -0.3], [-0.1, 0.2, 0.0], [0.8, 0.6, 0.1], [-0.3, -0.2, -0.1], [0.2, 0.3, 0.1], [0.0, -0.3, -0.1], [0.1, 0.2, 0.1], [0.0, -0.2, 0.1], [0.0, 0.0, 0.0], [0.0, 0.0, 0.0], [0.0, 0.0, -0.1], [-0.1, 0.0, 0.0], [-0.1, 0.0, 0.0], [0.0, 0.0, 0.1], [0.0, -0.1, 0.0], [0.1, 0.0, 0.1], [0.0, 0.0, 0.0], [0.0, 0.0, 0.0], [0.0, 0.0, 0.0], [0.0, 0.1, 0.0], [0.0, 0.0, 0.0], [0.0, -0.3, 0.1], [-0.1, 0.6, 0.0], [-0.1, -0.7, 0.7], [-0.1, 0.2, -0.7], [0.0, -0.2, 0.2], [-0.2, -1.2, 0.6]], "charge": -2, "e_homo_ev": -0.831, "de_lowest_kcal_mol": 0.0, "lumo_ev": 4.43}

2.
{"formula": "C3H4OSi", "method": "ωB97M-V/def2-TZVPD", "species": ["C", "C", "C", "O", "Si", "H", "H", "H", "H"], "xyz": [[2.19982, 1.27840, 0.17466], [1.86735, 0.18716, -0.21196], [1.21970, -1.10415, -0.06916], [1.86220, -2.10007, 0.05116], [-0.71946, -0.65749, 0.02634], [2.67105, 2.20304, 0.22738], [-0.48514, 0.65498, 0.48581], [-1.07336, -0.80904, -1.40968], [-1.49017, -1.67498, 0.50545]], "forces_ev_per_angstrom": [[0.1, -0.6, -1.1], [0.3, 0.4, 0.6], [-1.2, 0.9, 0.1], [0.2, -1.4, 0.0], [2.5, -0.6, -2.6], [0.3, 1.1, 0.4], [-0.8, 1.2, 0.7], [0.0, 0.6, 0.0], [-1.5, -1.6, 1.8]], "charge": 0, "e_homo_ev": -9.474, "de_lowest_kcal_mol": 46.5, "smiles": "C#CC(=O)[SiH3]", "lumo_ev": 0.08}

3.
{"formula": "C16H25N2O", "method": "ωB97M-V/def2-TZVPD", "species": ["C", "H", "H", "H", "C", "C", "H", "N", "H", "C", "C", "C", "H", "H", "H", "H", "H", "H", "H", "C", "H", "H", "C", "C", "C", "C", "C", "C", "C", "H", "H", "H", "N", "C", "O", "C", "H", "H", "H", "H", "H", "H", "H", "H"], "xyz": [[-3.28235, -1.33418, 1.48860], [-4.06991, -1.65870, 0.75189], [-2.88481, -2.06036, 1.92995], [-3.85871, -0.77747, 2.15831], [-2.33793, -0.35292, 0.43589], [-1.26035, 0.15245, 1.58549], [-0.65889, -0.67590, 2.20509], [-0.41284, 0.95691, 0.79477], [-0.13730, 0.39467, -0.04036], [-0.80794, 2.35610, 0.43464], [-0.22361, 2.73724, -0.64710], [-0.81905, 4.04886, -1.26495], [-1.66691, 4.11159, -1.67311], [-0.70364, 4.90469, -0.33769], [-0.22579, 4.55518, -2.18867], [-0.02879, 2.05543, -1.50026], [1.12074, 3.08993, -0.56012], [-1.79218, 2.18180, 0.23127], [-0.89152, 3.06866, 1.32986], [0.96883, 1.01889, 1.78081], [1.46407, 1.87765, 1.19338], [0.72871, 1.11005, 2.86559], [1.70399, -0.25126, 1.61143], [1.92611, -0.69158, 0.20693], [1.02142, -1.80979, -0.52872], [1.33397, -2.02965, -1.76249], [2.14200, -1.21076, -2.79175], [2.41122, -0.10702, -2.14457], [2.60357, 0.15485, -0.81511], [3.03948, 1.17145, -0.47897], [2.95818, 0.54306, -2.87443], [2.01119, -1.54413, -3.86212], [0.71455, -3.29212, -1.95835], [0.32579, -3.84025, -0.94044], [-0.33524, -4.88713, -0.81320], [0.45818, -2.92117, 0.43457], [1.17014, -3.39187, 0.83935], [-0.15044, -2.65573, 1.07756], [0.65003, -3.79477, -2.86695], [2.73321, -0.17085, 2.02380], [1.47410, -0.94241, 2.19272], [-1.76185, 0.66913, 2.52690], [-1.79866, -1.08184, -0.14965], [-2.85077, 0.32327, 0.10016]], "forces_ev_per_angstrom": [[-3.9, 6.5, -8.2], [0.7, -0.4, 0.9], [3.9, -6.0, 3.2], [-0.5, 1.4, 1.2], [5.5, -10.0, 10.7], [-3.5, -1.8, 1.1], [-1.4, 1.3, -2.2], [5.2, 0.8, 3.8], [0.1, 0.7, 0.5], [-3.7, -3.4, 9.1], [9.4, 6.3, -10.9], [9.0, 3.6, 3.8], [-7.4, -0.5, -2.3], [-0.7, -2.2, -2.8], [-0.4, -1.5, 2.4], [-0.8, -0.4, 0.8], [-3.9, -1.0, 0.3], [-3.3, 0.0, -0.7], [0.9, -1.1, -1.0], [-0.3, 1.7, -2.9], [-0.3, -1.1, 1.9], [-0.4, 0.8, -1.1], [4.8, 4.4, -4.7], [-1.5, 0.5, -6.3], [4.1, 5.8, 10.1], [0.7, -1.8, -5.5], [-5.5, -5.6, 2.2], [4.6, 3.6, -3.5], [-2.2, 0.1, 5.7], [-0.4, -1.9, -0.7], [-0.6, 0.5, 1.0], [0.7, 1.0, 1.3], [3.4, 2.4, -9.1], [-7.6, -6.2, 10.1], [1.6, 0.9, -1.1], [2.9, 1.4, -14.2], [6.0, -3.2, 3.4], [-7.1, 2.0, 5.3], [0.0, 0.6, 1.0], [-0.2, 1.0, -0.2], [-3.3, -6.4, 4.9], [0.8, -0.3, -2.4], [-0.1, 0.3, -0.8], [-5.4, 7.2, -4.0]], "charge": 1, "e_homo_ev": -11.618, "de_lowest_kcal_mol": 312.7, "lumo_ev": -3.07}

4.
{"formula": "C4H11N2O", "method": "ωB97M-V/def2-TZVPD", "species": ["C", "C", "C", "C", "N", "N", "O", "H", "H", "H", "H", "H", "H", "H", "H", "H", "H", "H"], "xyz": [[2.12954, 0.35412, 0.40979], [-0.18391, 0.73582, 0.02106], [-1.22934, 1.75924, -0.21379], [-1.74837, -1.15390, 0.12271], [2.13650, -0.84021, -0.40630], [-0.44937, -0.52886, 0.14893], [1.02917, 1.19938, 0.07803], [3.00637, 1.00762, 0.29614], [-0.79641, 2.75054, -0.11568], [-2.05391, 1.64951, 0.48722], [-1.62724, 1.65578, -1.22386], [-1.66539, -2.11110, -0.38440], [-2.09625, -1.33529, 1.14123], [-2.47881, -0.53938, -0.39593], [2.84692, -1.48665, -0.08068], [0.37439, -1.14822, 0.17325], [2.35037, -0.62089, -1.37637], [2.04033, 0.05877, 1.46416]], "forces_ev_per_angstrom": [[1.0, -0.3, 0.4], [-0.6, -0.2, 0.0], [-0.1, 0.2, 0.0], [-0.7, -0.1, 0.2], [0.3, 0.1, -0.2], [0.7, 0.1, 0.2], [-0.1, 0.2, -0.2], [-0.3, -0.2, 0.0], [0.0, 0.0, 0.0], [0.0, 0.0, 0.0], [0.0, -0.1, 0.0], [0.0, 0.0, -0.1], [0.0, 0.0, -0.1], [0.0, 0.0, 0.0], [0.0, 0.0, 0.1], [-0.2, 0.2, -0.2], [0.0, 0.0, 0.1], [0.0, 0.1, -0.2]], "charge": 1, "e_homo_ev": -14.793, "de_lowest_kcal_mol": 23.0, "smiles": "C/[NH+]=C(\\C)OCN", "lumo_ev": -3.12}

5.
{"formula": "C7H13N", "method": "ωB97M-V/def2-TZVPD", "species": ["C", "C", "C", "C", "C", "C", "C", "H", "H", "H", "H", "H", "H", "H", "H", "H", "H", "H", "H", "H", "N"], "xyz": [[-2.16290, -0.44472, -0.89618], [-0.98941, -0.10024, -1.59350], [0.21782, 0.13207, -1.10458], [0.69548, 0.41468, 0.19941], [-0.06795, 1.28304, 1.01375], [0.93772, -0.80982, 1.09648], [1.08019, -2.12292, 0.66187], [-1.84916, -0.75508, 0.27813], [-2.86969, 0.46316, -0.89095], [-2.53751, -1.24288, -1.41437], [-1.06995, -0.25750, -2.69027], [0.96299, 0.38843, -1.80299], [0.02402, 2.48555, 0.81872], [-1.21036, 0.82537, 1.11632], [0.34287, 1.11112, 2.07054], [2.27218, 1.87138, 0.80495], [1.42962, 1.65801, -0.99953], [1.08306, -0.45765, 2.19648], [0.49591, -2.55109, -0.26806], [1.27915, -2.97244, 1.50198], [1.93591, 1.08151, -0.09821]], "forces_ev_per_angstrom": [[-0.8, 1.9, 5.5], [2.5, -0.2, -2.0], [-2.0, -0.3, -2.7], [1.7, -2.0, 2.1], [-4.8, 3.0, 4.2], [1.2, -2.4, -0.1], [-2.4, -0.3, 2.3], [-1.4, 0.7, -3.2], [0.6, -1.6, 0.2], [-1.8, -2.1, -0.8], [0.2, 0.6, 0.6], [0.7, -0.7, -1.4], [-0.7, -3.1, 0.1], [2.7, 1.9, -0.2], [-0.7, 1.0, -1.2], [-1.6, -3.0, -3.6], [3.0, -0.5, 3.4], [0.3, -1.3, -2.0], [1.9, 1.3, 1.5], [-0.3, 2.2, -2.2], [1.6, 5.0, -0.3]], "charge": 0, "e_homo_ev": -9.318, "de_lowest_kcal_mol": 140.1, "smiles": "C=C[C@@](C)(N)/C=C\\C", "lumo_ev": 0.96}

6.
{"formula": "C2H3NO", "method": "ωB97M-V/def2-TZVPD", "species": ["C", "C", "N", "O", "H", "H", "H"], "xyz": [[2.24516, 0.01107, 0.18177], [-1.58298, 0.55908, -0.38550], [1.34718, 0.58819, 0.57846], [-1.61377, -0.61789, 0.33220], [-0.77814, -0.88521, 0.47122], [2.96813, -0.51746, -0.39899], [-2.58557, 0.86222, -0.77917]], "forces_ev_per_angstrom": [[0.4, -0.5, -1.0], [1.3, -1.8, 0.7], [-0.5, 0.4, 0.8], [-6.1, 3.9, -2.8], [5.0, -0.9, 1.0], [0.2, 0.0, 0.3], [-0.3, -1.0, 1.0]], "charge": 0, "e_homo_ev": -8.388, "de_lowest_kcal_mol": 99.0, "lumo_ev": 0.64}